# C25H24Co2NO7

C25H24Co2NO7 as an isolated structure at a distorted geometry (wB97M-V/def2-TZVPD, OMol25).

Results
E_tot: -117384.005 eV
E_LUMO: 0.0815 Ha
multiplicity: 1
net charge: -1
max |F|: 0.094 Eh/bohr

Atoms and positions in Å:
C  -3.6338  -2.6369  -0.7031
C  -3.1092  -3.9562  -0.1362
C  -1.5735  -4.0576  -0.1547
C  -0.7309  -2.7617  -0.3353
N  0.5992  -3.0075  -0.3701
C  1.1191  -4.4085  -0.4629
C  2.6270  -4.4989  -0.1804
O  3.3630  -3.4443  -0.7975
C  2.9238  -2.1597  -0.3672
C  1.4832  -1.8725  -0.6953
C  -1.3068  -1.3836  -0.4523
C  -2.8231  -1.4247  -0.2943
H  -3.7424  -2.6881  -1.7900
H  -4.6380  -2.5070  -0.2812
H  -3.4645  -4.1349  0.8873
H  -3.5129  -4.7998  -0.7076
H  -1.2778  -4.5298  0.8178
H  -1.3611  -4.8208  -0.9480
H  0.6431  -5.0745  0.2778
H  0.9485  -4.8529  -1.4709
H  2.7773  -4.5079  0.9219
H  3.0311  -5.4206  -0.6377
H  3.0554  -2.0463  0.7141
H  3.5536  -1.4537  -0.9128
H  1.3669  -1.6333  -1.7654
H  1.1465  -1.0042  -0.1220
H  -0.8843  -0.7089  -1.3118
H  -3.2479  -0.4866  -0.6737
H  -2.9534  -1.3944  0.8001
O  3.7652  2.2162  1.2613
C  2.6944  2.4492  1.6325
Co  1.0348  2.7462  2.1618
C  1.1698  2.2102  3.8136
O  1.2986  1.8942  4.9266
C  1.0920  4.5586  2.3914
O  1.2956  5.6615  2.7049
C  0.1637  2.2667  0.3354
C  0.8105  2.8467  -0.8832
C  1.2572  4.1854  -0.9645
C  1.8794  4.6295  -2.1378
C  2.0296  3.7580  -3.2271
C  1.5239  2.4503  -3.1770
C  0.8843  1.9863  -2.0149
C  -0.8048  1.3491  0.5221
C  -1.2700  -0.0253  0.7014
Co  -1.2550  2.9182  1.3093
C  -1.1661  4.7480  1.1071
O  -1.4240  5.8784  1.1144
C  -1.2275  2.9276  3.1879
O  -1.7685  3.0324  4.2107
C  -2.9713  2.9811  1.0135
O  -4.1227  3.0553  0.9010
H  1.0918  4.8561  -0.0915
H  2.2352  5.6671  -2.1742
H  2.5043  4.1088  -4.1451
H  1.6006  1.7543  -4.0248
H  0.4530  0.9694  -1.9235
H  -2.3606  0.1351  0.9979
H  -0.7917  -0.5390  1.6219